# H80O40

40 unconnected molecules or ions with the total composition H80O40 (ωB97M-V/def2-TZVPD, the OMol25 dataset).

LUMO energy	-0.62	eV
HOMO	-10.70	eV
electronic energy	-83191.581	eV
Kohn-Sham gap	10.1	eV

```
! RIJCOSX wB97M-V def2-TZVPD def2/J DEFGRID3
* xyz 0 1
H 5.911 1.938 -1.477
H 5.545 2.310 -0.037
O 5.729 2.626 -0.905
H -1.141 0.853 1.266
H -2.016 1.076 2.642
O -1.492 0.528 2.061
H -1.614 -5.855 -0.709
H -0.612 -5.626 -2.017
O -1.280 -5.115 -1.345
H 5.428 0.939 1.873
H 6.675 0.779 0.905
O 5.696 0.771 0.963
H -4.164 -0.555 2.044
H -2.721 -0.706 2.656
O -3.633 -1.016 2.688
H -3.233 3.295 -3.020
O -3.494 3.111 -2.100
H 1.797 1.420 -2.596
O 2.683 1.579 -2.842
H 0.754 -0.559 -1.462
H 2.069 -0.206 -0.790
O 1.673 -0.651 -1.509
H 1.645 -3.395 -0.857
H 0.528 -4.480 -0.541
O 1.459 -4.344 -0.431
H -1.580 -0.501 -3.955
H -0.979 -1.687 -4.603
O -0.916 -1.170 -3.860
H -2.840 -1.891 1.396
H -2.243 -3.189 2.264
O -2.174 -2.748 1.384
H 1.201 -5.711 -2.693
O 1.098 -6.487 -2.077
H -3.696 2.682 1.332
H -2.989 2.043 0.130
O -3.426 1.765 0.928
H 3.577 3.231 2.709
H 3.863 3.217 4.299
O 3.470 2.776 3.578
H 2.257 -4.070 1.228
H 3.292 -4.946 1.903
O 2.925 -4.061 2.010
H 1.161 -3.295 5.811
H 1.578 -2.349 4.598
O 1.601 -2.386 5.582
H 0.672 -6.453 1.780
H 1.639 -5.301 2.200
O 0.917 -5.827 2.364
H 0.842 6.433 -0.183
H 2.044 5.798 0.269
O 1.292 5.592 -0.145
H 0.036 1.644 3.755
O -0.222 2.427 3.389
H 3.589 2.971 0.421
H 2.152 3.496 0.206
O 2.812 3.076 0.866
H 5.864 -0.143 3.012
O 5.650 0.629 3.528
H 0.696 3.581 -0.445
H -0.630 3.072 -1.047
O 0.265 2.822 -0.929
H -4.544 -0.298 -2.277
H -3.398 0.740 -1.504
O -4.213 0.711 -2.367
H 2.551 1.344 0.826
H 1.609 0.030 1.261
O 1.980 0.609 0.706
H -3.187 -3.855 -1.724
H -4.295 -3.403 -0.705
O -4.173 -3.909 -1.529
H -3.174 1.498 4.920
H -3.432 0.036 4.182
O -3.185 1.054 4.055
H 4.054 -2.360 2.639
H 3.323 -1.209 3.133
O 3.841 -1.940 3.428
H 1.958 -0.286 -4.974
H 3.230 -0.161 -4.284
O 2.831 -0.505 -5.132
H 1.155 5.044 3.112
H 1.801 3.690 3.169
O 1.713 4.549 3.645
H 1.843 -2.397 -2.843
H 0.212 -2.396 -3.021
O 0.932 -2.929 -2.701
H -2.688 1.151 -3.632
H -1.346 1.062 -2.686
O -1.879 1.423 -3.437
H -0.038 -1.111 1.170
O 0.425 -1.885 1.471
H 4.238 -0.204 -0.152
H 5.334 0.154 -0.856
O 4.531 -0.264 -1.101
H -0.258 3.001 4.069
H -4.273 3.747 -2.269
H 4.703 0.505 3.842
H 2.981 0.963 -2.189
H 1.567 -6.270 -1.268
H 0.065 -2.688 1.412
O 0.906 2.261 -6.111
H 0.357 2.205 -5.382
H 1.805 2.406 -5.701
O -1.848 -0.484 -0.749
H -2.565 -0.714 -0.005
H -1.574 -1.275 -1.097
O -1.510 4.943 -1.483
H -0.883 5.228 -2.177
H -2.379 5.048 -1.851
O -4.110 -2.381 -3.882
H -3.201 -2.515 -3.445
H -4.340 -3.206 -3.900
O -6.226 2.074 -1.764
H -6.400 1.029 -2.000
H -5.496 1.981 -2.403
O -5.260 2.707 3.277
H -5.574 2.168 2.578
H -4.398 2.308 3.585
O -5.122 -0.348 0.532
H -4.848 -1.013 -0.042
H -5.123 0.577 0.169
*
```

# H80O40

40 unconnected molecules or ions with the total composition H80O40 (ωB97M-V/def2-TZVPD, the OMol25 dataset).

LUMO energy (alpha / beta)	-3.59 / -9.64	eV
HOMO (alpha / beta)	-12.80 / -12.80	eV
electronic energy	-83185.499	eV
Kohn-Sham gap (alpha / beta)	9.2 / 3.2	eV

```
! RIJCOSX wB97M-V def2-TZVPD def2/J DEFGRID3
* xyz 1 2
H 1.636 1.984 4.465
H 1.833 0.421 4.214
O 2.280 1.296 4.150
H 3.050 3.879 -2.917
H 4.241 3.251 -3.598
O 3.386 3.019 -3.206
H -2.213 0.316 -2.420
H -3.172 0.150 -1.237
O -2.234 0.120 -1.464
H -0.824 -2.703 -2.306
H -2.041 -1.529 -2.383
O -1.519 -2.235 -2.773
H 1.056 1.446 -2.560
H 0.897 0.198 -3.690
O 0.722 0.576 -2.830
H 0.580 3.315 1.904
O 0.579 4.095 1.325
H 3.579 0.295 2.790
O 3.322 -0.630 2.714
H 0.738 -2.364 3.956
H -0.072 -1.713 5.005
O 0.808 -1.644 4.604
H -1.865 4.936 1.084
H -2.448 3.948 1.939
O -1.947 4.757 2.030
H 2.340 -2.454 3.468
H 2.593 -3.787 2.440
O 2.875 -3.109 3.045
H 4.746 -1.103 0.108
H 4.672 -1.507 1.561
O 5.316 -1.241 0.874
H 0.814 0.464 0.191
O 0.490 1.363 0.389
H -1.183 -6.931 0.141
H -0.018 -6.464 -0.728
O -0.318 -6.495 0.192
H 0.741 4.574 -1.146
H 0.255 5.797 -0.531
O 0.961 5.540 -1.163
H 4.068 1.218 -0.281
H 3.185 0.347 0.771
O 3.537 0.435 -0.118
H 0.539 -2.424 1.641
H -0.014 -3.786 2.346
O 0.035 -2.828 2.401
H -0.329 1.451 5.176
H -0.568 2.906 5.545
O 0.156 2.268 5.356
H 0.075 5.800 3.519
H 1.436 5.151 4.150
O 1.019 5.869 3.672
H -0.902 5.352 -1.746
O -1.855 5.470 -1.589
H -0.007 -2.594 -4.414
H 1.024 -2.334 -3.154
O 0.703 -2.907 -3.854
H -2.699 0.540 4.256
O -2.917 -0.348 4.597
H -0.368 -0.701 3.449
H -1.006 -0.741 2.160
O -0.981 -0.147 2.936
H -5.682 0.094 -3.027
H -4.628 -0.741 -3.214
O -5.594 -0.866 -3.190
H -0.928 -4.748 -0.034
H -2.001 -3.604 0.117
O -1.076 -3.787 -0.060
H 1.053 3.558 -4.647
H -0.578 3.320 -5.023
O 0.288 2.998 -4.764
H 2.416 -3.881 -0.274
H 1.245 -4.362 0.343
O 1.740 -3.524 0.360
H 3.325 -5.149 -3.509
H 2.824 -3.801 -2.792
O 2.580 -4.646 -3.174
H -2.232 3.437 3.188
H -1.834 4.360 4.425
O -2.092 3.492 4.114
H -2.245 2.234 -0.706
H -1.723 3.819 -0.556
O -2.216 3.057 -0.231
H -2.127 0.942 1.456
H -2.184 2.416 1.512
O -2.628 1.632 1.906
H -3.458 -3.674 1.996
H -3.632 -4.545 3.283
O -3.669 -4.560 2.313
H -4.199 1.044 2.434
O -4.890 0.423 2.761
H 1.392 -6.048 -2.361
H 0.283 -5.538 -3.307
O 0.514 -6.248 -2.693
H -2.088 6.389 -1.455
H 1.489 4.325 1.104
H -3.781 -0.494 4.124
H 4.060 -1.208 2.916
H -0.457 1.172 0.260
H -4.532 -0.173 2.075
O 0.001 -1.130 -0.328
H -0.288 -1.030 -1.268
H -0.024 -2.102 -0.406
O -1.987 -1.268 -6.321
H -1.685 -1.797 -5.585
H -2.458 -0.465 -6.100
O 2.045 -1.314 -1.800
H 1.902 -1.614 -0.899
H 2.791 -0.688 -1.840
O -1.205 2.448 -2.390
H -0.867 1.597 -2.118
H -0.891 2.763 -3.245
O 4.115 -3.306 -1.731
H 5.034 -3.250 -1.981
H 3.522 -2.552 -1.646
O 1.359 2.950 -1.349
H 1.237 2.432 -0.501
H 2.293 2.801 -1.576
O -1.878 0.346 -4.127
H -1.226 0.545 -4.806
H -1.798 -0.593 -3.879
*
```